Entry from OMol25: a structure of composition C40H38BrCsF6N5O4S2Sb in a non-equilibrium geometry (ωB97M-V/def2-TZVPD).

Properties
**Molecular weight**: 1165.47 g mol⁻¹
**ΔE to the lowest compared entry with this formula, charge and spin**: 0.0 kJ/mol
**Highest occupied orbital energy**: -2.16 eV
**Gap between HOMO and LUMO**: 0.210 Eh

The geometry in ORCA input format:
```
! RIJCOSX wB97M-V def2-TZVPD def2/J DEFGRID3
* xyz -2 1
C -7.5167 1.0413 -2.4323
H -6.1174 -0.0143 -1.2142
H -0.3674 -4.0920 -4.6398
C -5.3725 0.2219 -3.2143
O -2.1366 3.5382 2.7631
Sb 4.6552 -1.4013 -2.0454
Br -1.7473 -1.5800 -2.0220
C -6.9079 1.3440 -4.7255
H 1.9778 -4.8909 1.9374
H -4.9953 0.5650 -5.2922
C 1.6176 -3.2595 -4.4821
H -4.5133 3.2342 6.5867
N 2.3636 -2.5916 -0.4657
H 1.6108 -4.9287 6.4045
N -2.7499 0.0960 0.3157
H -4.4642 0.7436 6.5257
F 5.6022 2.8113 1.1446
C -4.0123 2.7211 5.7698
H 2.2713 4.0249 -2.3264
C -3.3968 3.4750 4.7861
H 2.6869 -1.0829 -6.8367
C 1.6596 -2.5911 -5.7010
C 4.0904 2.9150 -2.1271
F 2.9260 5.3530 2.0608
C -4.0792 -0.4754 -3.0413
H -8.7567 2.0410 -3.8753
H 4.4526 -4.6978 1.9909
H -0.0212 1.0668 -2.4833
O 3.0189 1.9954 0.8001
O 0.3086 -4.1106 5.1431
C -5.7061 0.6971 -4.4848
H 4.7304 3.7882 -2.1340
C -2.7211 2.8666 3.6952
C 2.3750 2.8395 2.9995
C 0.6025 -4.3344 -4.2058
C 2.7279 3.0479 -2.2350
H 5.5757 -3.1482 0.3757
C 4.7369 2.8703 2.1640
F 1.8063 4.3943 0.4997
F 4.9453 1.7614 2.8960
C -2.0746 0.7464 2.5211
C 3.7051 -2.5121 -0.4686
C 4.6315 1.6457 -1.9748
H 2.3613 -4.3305 4.8882
H 2.4222 1.8289 3.4055
H 0.9282 -5.2903 -4.6235
C 0.2704 -3.5288 0.3043
H -0.1137 -2.7489 -0.3482
H 1.3340 3.0619 2.7499
S 1.2225 -2.1521 3.6478
C 1.6212 -4.1285 5.6644
C -0.0032 -3.1934 4.1796
C 0.4209 2.0256 -2.2263
H -0.0423 -4.4971 -0.0956
C -2.7285 1.4393 3.6832
C 3.5000 -1.3312 -4.8636
N -3.0116 0.7929 1.3924
C 3.2519 2.9440 1.7180
H 0.9387 -2.8285 -6.4730
C -3.3431 0.7044 4.6827
H -3.7224 -1.0091 -3.9127
H -3.4037 4.5587 4.8218
C 4.4974 -3.2485 0.3950
H -0.1797 -3.4124 1.2955
H 5.6984 1.5031 -1.8626
C 2.5019 -4.2356 1.2539
H -3.2867 -0.3794 4.6346
N 2.4385 0.6850 -2.0746
F 5.1433 3.9053 2.9328
H -1.8696 -0.3076 2.7196
H 4.2445 -0.5506 -4.9684
C 3.7704 0.5622 -1.9660
C 3.3675 -2.0236 -3.6616
H 2.6926 3.5342 3.7765
C 2.9804 4.3715 1.1409
H -3.7300 1.5111 1.3866
H -8.2217 1.1617 -1.6199
O -0.8707 1.3738 2.1521
F 3.9103 4.7700 0.2477
H 0.1411 2.7784 -2.9655
C -3.3034 -0.4909 -1.9477
C 1.7654 -3.4479 0.3630
N 2.4603 -2.9853 -3.4883
H -4.2623 1.0403 -0.7319
C -3.9965 1.3259 5.7435
H 0.0220 2.3449 -1.2600
Cs 1.4273 0.2384 1.1443
C -6.3153 0.3898 -2.1967
S -1.6143 -3.2594 3.6920
H 0.4932 -4.4590 -3.1291
H 1.8792 -3.1782 6.1329
H -1.0919 2.3453 2.2504
C -7.8206 1.5291 -3.6959
C -3.4860 0.2764 -0.7293
C 3.8702 -4.1220 1.2811
C 2.6278 -1.6208 -5.8981
C 1.9213 1.9111 -2.1747
H -7.1286 1.7122 -5.7197
*
```

---

Entry from OMol25: a cluster of 6 separate species, C40H38BrF41IN4O7S in total in a non-equilibrium geometry (ωB97M-V/def2-TZVPD).

Properties
**Molecular weight**: 1704.56 g mol⁻¹
**Highest occupied orbital energy**: -11.03 eV
**Gap between HOMO and LUMO**: 0.223 Eh

The geometry in ORCA input format:
```
! RIJCOSX wB97M-V def2-TZVPD def2/J DEFGRID3
* xyz 1 1
F -5.8009 2.1066 5.3942
F -7.7460 0.8162 -0.1981
H 2.7354 -5.8105 5.2444
F -0.7809 -1.2692 -5.8830
F -6.3629 -2.1874 1.5844
N 4.1014 1.2196 -3.3341
C 3.3048 -4.4958 2.0416
C 1.7383 -3.9245 4.8385
C -0.0941 -2.1798 5.6100
F -2.1163 5.4092 -5.2125
C 4.6613 -0.7785 -2.8910
H -2.1429 3.5562 -5.9531
H 2.3404 2.2748 -5.7644
F -5.5519 -2.9821 -0.9338
F -5.8275 -0.8394 -0.7403
H -1.5401 -3.7649 -9.1825
C 3.1856 3.7176 5.6674
C -0.9185 0.0491 -6.1301
F -7.5354 3.5047 1.6628
F -0.8608 3.3725 -3.7166
H -0.0319 0.5673 -5.7572
H 4.6940 -2.1393 0.2350
F 2.6272 1.4572 5.8491
C 3.7805 -5.2002 0.7204
H 2.5917 -3.6453 1.8870
F -3.4616 2.6377 3.8048
C 4.1823 -4.2200 -0.4415
C 3.0329 -3.2919 6.7870
O -7.8578 -0.7824 -2.5311
H 2.8619 -2.8021 7.7880
F -9.8255 1.4026 -0.4414
H -6.7443 -2.4121 -2.8532
C 0.1321 -2.5094 -8.5877
F -9.8795 0.0131 -2.9026
F 2.4875 5.9987 -8.1853
O 6.1462 1.9263 6.1392
H 0.4632 -4.4340 2.9887
O 4.3830 -0.2068 -1.6631
H -6.0721 5.3213 2.7727
H 6.5951 -1.7248 -1.1017
C -9.0069 -0.2711 -1.9147
F 0.8607 -2.2015 -7.4968
H 7.4758 3.4043 8.0572
O 4.0970 -1.6666 5.3346
N 1.8202 -3.1565 5.9360
F 4.1163 4.6664 5.8705
C -6.3804 4.5142 3.4421
O 0.4848 2.9159 -5.3956
H 2.9191 3.7111 4.6064
S 5.1441 -2.5225 -2.8572
H 3.2534 -3.8364 -0.9355
N 4.5180 0.0629 -3.9250
H 4.6925 -4.8531 -1.2255
C -1.4410 4.3727 -5.7640
F -8.1998 -1.3912 0.7872
C 3.6443 2.3314 6.1243
C -7.3828 -2.0420 -2.0488
Br 6.0523 -2.8572 6.8256
C 2.2696 5.4972 -6.9446
H 1.7951 -6.0204 2.8056
C 6.8247 3.1426 5.9988
C 1.8488 3.2466 -5.6852
C 2.7870 -5.5842 3.0720
H 2.3341 3.7312 -4.8368
F 8.0806 2.8306 5.6151
F -7.4895 4.9037 4.1112
F 0.4588 4.9295 -4.4049
N 0.9626 -2.2579 6.4051
F 6.2879 3.8455 4.9839
H 2.9859 -5.9170 0.3664
F -2.0059 -2.7396 -7.5515
H -0.0432 0.6414 -9.3898
C 6.8894 3.9400 7.3061
F -1.9801 0.4690 -5.3920
F -2.3354 -0.1477 -8.0294
F 3.3195 3.4857 -7.4801
H -7.6587 -3.2837 0.5559
H 6.9449 -3.4523 -1.4608
H 4.6921 -5.8168 0.9567
F -1.4972 -2.6113 3.7012
C -0.0451 -0.0945 -8.5837
C 4.9076 1.7665 5.4469
C 5.2099 -3.1026 -0.0377
F 1.1604 6.0992 -6.4766
C -4.1472 1.4737 3.7771
C -6.6594 3.2307 2.6503
C 6.1145 -2.7187 -1.2986
C 2.8669 -4.9555 4.5144
F -0.9630 4.7968 -6.9495
H 4.2251 -4.0387 2.5112
C -8.7220 1.0060 -1.1150
C -4.8409 1.2146 5.1191
C -0.3736 -2.8756 4.3629
F -0.6841 -4.4653 -7.5214
H 3.2901 -4.3478 7.0277
C -1.0719 -3.4004 -8.2647
H -4.4094 1.0639 1.7140
F 5.6612 4.1642 7.8148
F -1.2548 1.7101 -7.7304
C 2.1346 3.9744 -7.0135
H 3.1157 5.7858 -6.3143
H -5.8488 0.7210 2.6047
C -0.3160 3.9140 -4.8291
H 4.9875 2.0696 4.4009
C 4.2434 -2.4778 6.1780
F 2.0874 4.0949 6.3679
H -8.1864 -2.7765 -1.9747
F 7.4579 5.1479 7.0913
F 0.9615 -3.1804 -9.4151
H 3.9017 -4.5642 4.6503
H 0.9495 -0.0207 -8.1393
C -7.2251 -2.2799 0.5398
C 0.6140 -3.8397 3.9076
H -8.4085 1.8198 -1.7735
H 5.9233 -3.4176 0.7634
O -0.2283 -1.3395 -9.2599
O -5.5060 2.7107 2.0214
H 3.5323 -6.4270 3.0566
F -9.5865 -1.2335 -1.1731
F -3.2097 0.4893 3.6130
C -1.1510 0.3546 -7.6101
F -7.2310 2.2654 3.3940
F -3.9344 1.2994 6.1393
C -6.5015 -2.0121 -0.7833
H -5.2802 0.2133 5.1464
C 4.0139 1.0813 -2.0124
F -5.4073 4.3373 4.3587
C -5.0397 1.4486 2.5181
F 1.1991 3.6103 -7.9217
I -1.6193 -0.7959 6.2955
H 4.7670 0.6842 5.4101
H 3.7224 1.8557 -1.2719
F 3.8128 2.2938 7.4649
*
```

---

Entry from OMol25: a structure of composition C40H38Cl2HgN3O3S2 (ωB97M-V/def2-TZVPD).

Properties
**Molecular weight**: 944.39 g mol⁻¹
**<S²>**: 0.800
**ΔE to the lowest compared entry with this formula, charge and spin**: 12.9 kJ/mol
**Highest occupied orbital energy (spin up / spin down)**: 1.09 / -1.20 eV
**Gap between HOMO and LUMO (spin up / spin down)**: 0.106 / 0.190 Eh

The geometry in ORCA input format:
```
! RIJCOSX wB97M-V def2-TZVPD def2/J DEFGRID3
* xyz -2 2
N -1.3153 -0.7863 1.9318
C 4.1725 -0.2450 -3.5189
H -6.0811 0.4916 1.8065
C 0.4670 -5.4506 -1.9654
C -5.3808 1.1166 -0.1700
Cl 6.3046 2.7217 -1.5050
C 0.0943 -4.0731 0.4086
C 0.4597 1.3248 3.0867
C 1.4265 2.0944 3.7649
H -5.3317 1.2644 -2.3460
N 4.7272 1.0715 -3.3287
N -2.1492 -1.7167 1.4482
C 4.0592 -0.7309 -4.8176
H -4.3856 -0.0790 -1.6806
H -6.1510 -0.1744 -1.7321
H -0.3274 -0.6450 5.7847
C 2.6675 2.4875 -3.1341
C 2.7180 4.4169 -1.6991
C -2.2660 3.3414 -0.3682
C 3.2140 -2.2805 -2.6972
C -0.1801 0.2414 3.8239
H -1.0007 -2.3983 4.6347
C -0.9920 -4.7141 -0.1863
C -5.7428 0.0486 0.8673
H 0.6086 -5.9775 -2.9027
H -0.0593 -3.5127 1.3236
O 1.9736 -1.0240 0.3580
C 3.9947 2.1479 -2.8147
C -1.9691 3.5638 0.9708
H 1.0085 3.7777 -2.8286
C 3.0493 -2.7372 -3.9913
C 3.8948 -0.5693 -1.0108
H -4.8840 -0.5884 1.0767
C 3.7876 -1.0358 -2.4340
H 2.8528 -2.8701 -1.8632
C -2.7094 2.8699 1.9180
H 2.1795 -3.6170 0.3070
O 0.1641 1.6750 1.8598
H -2.4425 -2.3320 3.6053
H 3.3757 -2.3212 -6.0778
C -2.3424 -4.5982 0.4226
H 2.5597 -3.6875 -4.1667
C 4.6414 3.0375 -1.9445
H 4.3102 -1.3515 -0.3768
H -2.2866 -1.2275 4.9866
H -2.2922 -4.3451 1.4794
C 1.5460 -4.8191 -1.3575
C -2.2710 -1.8622 0.1483
H -3.5219 2.3798 -1.7973
H -4.3093 1.5355 2.3229
H -6.1995 1.8514 -0.1831
C 1.0821 0.9341 5.8300
H 2.2158 5.2645 -1.2518
H 4.5922 4.7720 -0.7028
H 5.6252 1.0286 -2.8728
S -3.3041 -3.1990 -0.3479
H 2.5284 -4.8560 -1.8145
C 1.3516 -4.1273 -0.1704
C -0.9184 4.5527 1.3910
H -0.4815 4.2538 2.3436
C 4.0357 4.1491 -1.3884
C -3.3167 2.5117 -0.7430
H 1.3011 0.7877 6.8832
C -1.0840 -0.7313 3.2584
C 2.4687 -0.2485 -0.4940
C 1.7465 1.9142 5.1030
H 4.3840 -0.0973 -5.6329
Cl 1.7159 1.5711 -4.2477
H -0.1192 4.6078 0.6508
H -2.9697 -5.4756 0.2594
C 2.0417 3.5897 -2.5739
H 2.5041 2.5331 5.5743
O 1.9072 0.7548 -0.9943
H -1.3544 5.5512 1.5057
H -1.6866 3.8456 -1.1356
C -1.7439 -1.7318 4.1799
S -1.5238 -0.9714 -1.1790
C -0.7886 -5.3976 -1.3858
C -4.1180 1.8833 0.2089
C 0.1516 0.1274 5.1960
H -2.4631 2.9749 2.9690
H -6.5442 -0.5884 0.4877
H 1.9291 2.8573 3.1790
C -5.3045 0.4969 -1.5692
H 4.4967 0.3336 -0.9158
Hg -0.1229 0.2384 0.3397
C 3.4949 -1.9688 -5.0601
C -3.7593 2.0488 1.5452
H -1.6358 -5.8786 -1.8628
*
```